#i
{"formula": "C3H9N2O2", "method": "ωB97M-V/def2-TZVPD", "gap_ev": 8.59, "charge": -1, "homo_energy_ev": -4.218, "elements": ["H", "H", "H", "O", "H", "H", "H", "N", "N", "H", "H", "H", "O", "C", "C", "C"], "xyz": [[-1.49173, 0.54108, 0.77140], [0.62781, 0.41431, 2.95856], [0.67542, 1.60985, 0.26933], [1.13785, -0.12731, -1.21095], [0.71837, -0.45245, 1.45814], [-1.55757, -1.39004, -2.22979], [-0.07725, -2.45302, -2.45676], [0.89116, 0.44513, 1.95617], [-1.26437, 1.49625, 1.10410], [-0.23436, -0.84701, -3.25644], [0.42798, 2.49480, 1.80073], [-1.73149, 1.62796, 2.04238], [-0.38617, -1.18033, 0.02403], [-0.48182, -1.43866, -2.38694], [0.18666, 1.55917, 1.26611], [0.16880, -0.89951, -1.09319]], "lowdin_charge": [0.038, 0.038, 0.083, -0.077, 0.031, 0.055, 0.061, -0.034, -0.039, 0.049, 0.083, 0.056, -0.146, -0.046, -0.401, -0.749]}

#ii
{"formula": "C3H9N2O2", "method": "ωB97M-V/def2-TZVPD", "gap_ev": 8.52, "charge": -1, "homo_energy_ev": -4.140, "elements": ["O", "H", "H", "N", "H", "H", "H", "H", "H", "C", "H", "C", "O", "H", "C", "N"], "xyz": [[-1.43419, -0.03485, 1.32225], [-0.39729, -0.59910, -2.85673], [-2.34903, -0.62629, -1.41118], [-0.21385, -0.66484, -1.88654], [0.63328, -0.19368, -1.53060], [-1.28993, 0.77584, -0.87757], [-1.43541, -1.94007, 0.47426], [0.14159, -1.05665, 0.33794], [-0.65528, 0.55828, 1.46047], [-1.36536, -0.29914, -1.02439], [3.05454, 1.27917, 1.06411], [2.04186, 0.82355, 0.81069], [1.88237, 0.28925, -0.34288], [1.37004, 1.57342, 2.49440], [-1.00118, -0.91647, 0.29080], [1.01785, 1.03159, 1.67497]], "lowdin_charge": [-0.171, 0.014, 0.104, -0.040, 0.017, 0.099, 0.108, 0.106, -0.003, -0.272, 0.085, -0.508, -0.195, 0.007, -0.325, -0.026]}

Relative to the most stable structure, the computed energies are #i 0.0000; #ii 0.0427, all in hartree.

#i
{"formula": "C8H13N2", "method": "ωB97M-V/def2-TZVPD", "gap_ev": [8.87, 8.87], "charge": 1, "homo_energy_ev": [-12.403, -12.404], "elements": ["C", "H", "N", "N", "H", "H", "H", "H", "H", "C", "H", "C", "H", "H", "H", "H", "H", "C", "C", "C", "C", "H", "C"], "xyz": [[-1.89113, 0.15274, 0.57478], [-2.03950, 0.60030, 1.60080], [-1.58037, 1.90816, -0.85888], [1.92999, 1.88710, 0.61425], [-0.41273, -2.86224, -0.32369], [-0.87475, -1.61455, -1.35862], [1.68536, 1.97021, 1.56426], [-0.30991, -1.11506, 1.46144], [-1.94141, -1.76480, 1.09956], [-0.35906, -1.81762, -0.48145], [-2.83600, 0.04712, 0.04995], [1.12464, -1.37694, -0.60108], [-1.31162, 2.69911, -1.27831], [2.43790, -1.09697, 1.33055], [1.72918, -2.11324, -1.09938], [2.64867, 0.11514, -1.59065], [-2.52509, 1.68661, -1.08720], [-1.14005, -1.17221, 0.67551], [1.43464, 0.70579, 0.17634], [-1.02099, 1.24224, 0.04948], [1.76599, -0.64629, 0.51457], [1.72830, 2.64576, -0.06619], [1.75796, -0.08037, -0.96602]], "lowdin_charge": [-0.197, 0.149, 0.159, 0.168, 0.110, 0.096, 0.108, 0.127, 0.113, -0.109, 0.111, -0.173, 0.072, 0.197, 0.145, 0.171, 0.116, -0.187, -0.244, -0.095, -0.020, 0.147, 0.037]}

#ii
{"formula": "C8H13N2", "method": "ωB97M-V/def2-TZVPD", "gap_ev": [7.36, 7.36], "charge": 1, "homo_energy_ev": [-12.173, -12.173], "elements": ["H", "H", "H", "H", "C", "H", "C", "H", "H", "N", "H", "C", "C", "H", "C", "C", "H", "C", "H", "H", "H", "C", "N"], "xyz": [[4.06259, 3.26482, -2.94123], [4.58827, 1.95878, -2.04596], [-3.59316, -2.21283, 2.94437], [1.81172, 0.48272, -1.99929], [-2.30059, -1.07599, -0.41644], [-0.84187, -2.51582, 3.70641], [0.40309, 1.61037, -0.85130], [3.47245, 1.63766, -3.26722], [-3.41307, -0.90669, -0.19651], [-1.21343, -2.19800, 1.72332], [2.36937, 3.59190, -1.40216], [2.51276, 2.53816, -1.61467], [-1.52763, 0.03716, -0.55353], [-0.16778, -2.26994, 1.65911], [-0.47383, 0.65990, -0.63930], [-1.55827, -2.25970, 2.95437], [-2.10671, -1.81369, -1.11483], [3.70481, 2.34388, -2.49346], [-2.90820, -2.91289, 4.28548], [0.21474, 2.61368, -0.39071], [-1.91792, -1.72114, 0.69151], [1.67409, 1.48304, -1.52297], [-2.79143, -2.33537, 3.48502]], "lowdin_charge": [0.085, 0.080, 0.093, 0.144, -0.100, 0.134, -0.043, 0.079, 0.123, 0.099, 0.127, -0.064, -0.016, 0.134, -0.009, -0.253, 0.068, -0.081, 0.111, 0.153, 0.081, -0.095, 0.151]}

Relative to the most stable structure, the computed energies are #i 0.0227; #ii 0.0000, all in hartree.

#i
{"formula": "CF3Mg2NO3S3", "method": "ωB97M-V/def2-TZVPD", "gap_ev": 6.23, "homo_energy_ev": -7.718, "elements": ["S", "O", "N", "S", "S", "C", "F", "F", "O", "Mg", "F", "Mg", "O"], "xyz": [[0.93070, -0.89937, -1.79170], [0.38294, -0.65893, 1.11308], [-0.29264, 0.20051, -1.23370], [-2.79758, -2.12211, 0.52795], [-0.17968, 0.51873, 0.34582], [1.14552, 1.81344, 0.59157], [0.77500, 2.91192, -0.04135], [2.31108, 1.40392, 0.13068], [0.09976, -2.28592, -1.40400], [-1.76927, -1.44505, -1.64762], [1.24220, 2.06036, 1.88688], [-0.28023, -2.53209, 0.57316], [-1.56780, 1.03459, 0.94924]], "lowdin_charge": [0.771, -0.467, -0.619, -0.174, 0.689, -0.714, 0.160, 0.153, -0.876, 0.615, 0.163, 0.655, -0.356]}

#ii
{"formula": "CF3Mg2NO3S3", "method": "ωB97M-V/def2-TZVPD", "gap_ev": 6.42, "homo_energy_ev": -7.878, "elements": ["C", "O", "S", "O", "Mg", "N", "O", "F", "Mg", "F", "F", "S", "S"], "xyz": [[1.42561, -1.63913, 2.13336], [-0.58909, -0.18503, 1.24589], [-0.13387, -1.94967, -1.10848], [1.70413, 0.95789, 1.19791], [0.35059, 0.57234, -2.12340], [1.11982, -0.87165, -0.57552], [-1.15651, -0.76197, -1.65936], [2.71511, -1.86078, 1.95525], [-1.83494, 0.51519, -0.23731], [1.22036, -1.18050, 3.35605], [0.75265, -2.76009, 1.96325], [-0.63050, 2.53948, -1.04696], [0.87973, -0.32301, 0.92174]], "lowdin_charge": [-0.711, -0.455, 0.770, -0.327, 0.602, -0.612, -0.877, 0.160, 0.636, 0.163, 0.151, -0.159, 0.658]}

Relative to the most stable structure, the computed energies are #i 0.0228; #ii 0.0000, all in hartree.

#i
{"formula": "C7H16N2O", "method": "ωB97M-V/def2-TZVPD", "gap_ev": 6.94, "homo_energy_ev": -7.016, "elements": ["H", "H", "C", "H", "H", "C", "H", "H", "H", "H", "H", "H", "O", "H", "N", "C", "H", "H", "H", "H", "N", "C", "C", "H", "C", "C"], "xyz": [[0.81466, 2.36233, 0.89218], [2.30907, 0.50722, 0.86712], [-0.68009, -0.06888, -1.34947], [-2.29605, -1.96632, -0.01128], [-1.41864, 1.43122, -2.73927], [-1.55035, -1.62666, 0.70139], [3.03651, -1.61369, -0.33936], [0.55135, 1.98540, 2.59542], [-0.73038, 2.43087, 1.56145], [1.70259, 0.50646, -0.82824], [0.23912, 1.70593, -2.18736], [-1.94248, -1.74865, 1.71534], [-2.21533, 0.65302, 0.55143], [-1.09586, 2.00634, -1.10378], [0.11523, 0.38575, 1.31344], [2.00797, -1.48006, 0.02276], [1.34906, -1.94621, -0.71270], [-0.65630, -2.23091, 0.58692], [0.06870, -0.12465, 2.19575], [-0.78169, -1.02337, -3.01387], [-0.65718, -1.14291, -2.00228], [-0.74199, 1.33121, -1.88490], [1.74071, -0.02500, 0.11362], [1.94667, -1.97230, 0.99249], [0.16979, 1.81545, 1.58526], [-1.28509, -0.15160, 0.47794]], "lowdin_charge": [0.079, 0.080, -0.348, 0.083, 0.077, -0.048, 0.093, 0.083, 0.086, 0.083, 0.065, 0.080, -0.062, 0.059, 0.013, -0.119, 0.058, 0.052, 0.124, 0.049, 0.087, -0.079, 0.022, 0.081, -0.121, -0.575]}

#ii
{"formula": "C7H16N2O", "method": "ωB97M-V/def2-TZVPD", "gap_ev": 7.44, "homo_energy_ev": -6.734, "elements": ["H", "C", "H", "C", "H", "H", "N", "H", "O", "C", "H", "H", "H", "N", "C", "C", "H", "H", "H", "H", "C", "H", "H", "H", "H", "C"], "xyz": [[-1.64704, 2.91532, 0.56165], [-0.80996, 1.07027, -0.11921], [1.90958, -1.92048, -1.53199], [1.27166, 1.07901, 1.35721], [-1.41331, -2.37359, 1.08198], [0.30016, -1.47298, -2.26341], [0.74590, 0.71153, 0.03321], [1.17218, 1.06350, -2.01410], [0.94466, -1.68141, 0.94853], [1.60227, 1.24546, -1.03080], [2.57958, 0.76063, -0.97559], [-1.51581, -0.70286, -1.03710], [1.75038, 2.32092, -0.90614], [-1.08586, -0.80750, -0.12432], [0.48315, -1.17397, -0.07635], [-1.51319, 1.85758, 0.74249], [-1.89469, 1.61002, 1.72288], [-2.85387, -2.01033, 0.18456], [-2.58480, -1.02063, 1.50629], [-0.95809, 1.29783, -1.17199], [0.82985, -1.86189, -1.39207], [1.09671, 2.13748, 1.55368], [2.34441, 0.89742, 1.41983], [0.52023, -2.90562, -1.30626], [0.75178, 0.50373, 2.11871], [-2.02586, -1.53944, 0.71830]], "lowdin_charge": [0.025, -0.227, 0.085, -0.064, 0.089, 0.073, -0.227, 0.084, -0.015, -0.064, 0.096, 0.118, 0.092, -0.024, -0.520, -0.092, 0.022, 0.079, 0.084, 0.106, -0.015, 0.087, 0.094, 0.089, 0.092, -0.066]}

Relative to the most stable structure, the computed energies are #i 0.0000; #ii 0.0090, all in hartree.